A) The following is a DFT calculation (wB97M-V/def2-TZVPD) of a cluster of 2 separate species, CH6N3O in total.

XYZ file:
```
11
Properties=species:S:1:pos:R:3:mulliken_charge:R:1
C 1.03075 -0.30960 0.05330 0.4276
N 1.87369 -1.02466 -0.57012 -0.3309
N 1.16461 0.92598 0.44736 -0.3075
N -2.18259 -0.07924 0.40814 -0.2683
O -3.18181 0.22802 -0.35673 -0.2780
H 2.86279 -0.70774 -0.86137 0.2937
H 1.55096 -2.04399 -0.57798 0.3278
H 2.05705 1.44764 0.51728 0.2541
H 0.33169 1.43165 0.77474 0.2903
H -2.73725 -0.28770 1.35289 0.2456
H -2.76989 0.41965 -1.18751 0.3457
```

## Properties
LUMO energy (alpha / beta) (eV): -3.621 / -6.888
Net charge: +1
HOMO level (alpha / beta) (eV): -14.22 / -12.40
HOMO-LUMO gap (alpha / beta) (eV): 10.60 / 5.51

=====

B) The following is a DFT calculation (wB97M-V/def2-TZVPD) of the ion CH6N3O with charge +1.

XYZ file:
```
11
Properties=species:S:1:pos:R:3:mulliken_charge:R:1
C 0.95659 0.07282 -0.18639 -0.2506
N -0.11040 0.72119 0.52061 -0.3773
N 1.19460 -1.18556 0.23068 -0.2053
N -1.40550 0.30929 -0.06098 0.1007
O -1.55071 -0.97885 -0.06916 -0.4463
H 0.93047 0.30475 -1.27166 0.4454
H 1.87171 0.62389 0.17196 0.4054
H -0.09932 0.40302 1.49343 0.2973
H 1.78425 -1.78782 -0.34020 0.3060
H -2.12468 0.78438 0.52904 0.3596
H -1.44700 0.73289 -1.01732 0.3652
```

## Properties
LUMO energy (alpha / beta) (eV): -8.736 / -8.734
Net charge: +1
HOMO level (alpha / beta) (eV): -15.24 / -15.24
HOMO-LUMO gap (alpha / beta) (eV): 6.50 / 6.50

=====

It turns out A) is the most stable, with the second structure 0.0929 hartree higher.

=====

A) The following is a DFT calculation (wB97M-V/def2-TZVPD) of a structure of composition C3H4S2.

XYZ file:
```
9
Properties=species:S:1:pos:R:3:mulliken_charge:R:1
C -1.13223 0.08566 0.02667 0.2793
C 0.14685 -0.71953 0.18388 -0.0089
C 1.27803 -0.30169 -0.16782 -0.6262
H 0.04791 1.94237 -0.05059 0.0536
H 0.05265 -1.80669 0.48855 0.2692
H 2.08819 -1.00611 0.01966 0.2455
H 1.33290 0.70795 -0.46757 0.1775
S -1.22887 1.74779 0.03667 -0.0953
S -2.58543 -0.64975 -0.06945 -0.2947
```

## Properties
LUMO energy (eV): -0.539
HOMO level (eV): -8.74
HOMO-LUMO gap (eV): 8.20

=====

B) The following is a DFT calculation (wB97M-V/def2-TZVPD) of the molecule C3H4S2.

XYZ file:
```
9
Properties=species:S:1:pos:R:3:mulliken_charge:R:1
C -0.27822 -0.92052 1.10308 -0.2896
C 0.31357 -1.29413 -0.03421 -0.1974
S 1.00937 -0.19458 -1.23684 -0.1076
C 0.15961 1.17357 -0.47552 -0.5289
S -1.08229 0.60126 1.01532 -0.1261
H -1.09479 -1.32677 1.66654 0.2816
H 0.58448 -2.32705 -0.06384 0.3293
H 0.83686 2.03845 -0.18786 0.3380
H -0.32963 1.35486 -1.43057 0.3006
```

## Properties
LUMO energy (eV): 0.442
HOMO level (eV): -7.71
Structure (SMILES): C1=CSCS1
HOMO-LUMO gap (eV): 8.15

=====

C) The following is a DFT calculation (wB97M-V/def2-TZVPD) of the molecule C3H4S2.

XYZ file:
```
9
Properties=species:S:1:pos:R:3:mulliken_charge:R:1
S -2.43323 -0.13083 -0.04280 -0.1725
C -0.86859 0.32048 0.38881 -0.1753
C 0.42139 0.47227 -0.50956 -0.2449
C 1.72230 0.95791 0.19043 -0.4161
S 1.70484 -0.74943 -0.02908 -0.0826
H -0.30203 0.04631 1.23590 0.1981
H 0.19143 0.96941 -1.52109 0.3825
H 1.49483 0.85601 1.35735 0.2254
H 2.61939 1.70855 -0.34010 0.2853
```

## Properties
LUMO energy (eV): -0.918
HOMO level (eV): -8.99
Structure (SMILES): S=C[C@H]1CS1
HOMO-LUMO gap (eV): 8.07

=====

D) The following is a DFT calculation (wB97M-V/def2-TZVPD) of the molecule C3H4S2.

XYZ file:
```
9
Properties=species:S:1:pos:R:3:mulliken_charge:R:1
S 0.95264 -0.18405 -2.16408 -0.2209
C 0.62400 0.45811 -0.65749 -0.2057
C -0.52722 0.00246 0.12568 -0.0663
C 0.00115 -0.89884 1.33459 -0.5625
S -1.06239 0.50257 1.73567 -0.0734
H 1.42497 1.29737 -0.27141 0.2733
H -0.99486 -0.80461 -0.46331 0.2779
H 1.09271 -1.08489 1.62266 0.3008
H -0.35452 -1.87460 1.15005 0.2769
```

## Properties
LUMO energy (eV): -0.374
HOMO level (eV): -8.83
Structure (SMILES): S=C[C@H]1CS1
HOMO-LUMO gap (eV): 8.45

=====

It turns out A) is the most stable, with the second structure 0.0307 hartree higher.

=====

A) The following is a DFT calculation (wB97M-V/def2-TZVPD) of a structure of composition CH2F3NP2.

XYZ file:
```
9
Properties=species:S:1:pos:R:3:mulliken_charge:R:1
C 1.74243 -0.21934 -0.11124 -0.5816
N -1.11552 0.68937 0.01344 -0.1988
F -1.36636 -1.74668 -0.19069 -0.2688
F 0.78631 2.22051 -0.11118 -0.2338
F -3.21586 -0.23566 -0.58060 -0.2655
P -2.10731 -0.53224 0.59363 0.4023
P 0.42592 0.71871 0.27796 0.5767
H 2.73944 0.23638 -0.28391 0.2879
H 2.11094 -1.13105 0.39258 0.2815
```

## Properties
LUMO energy (eV): -1.367
HOMO level (eV): -9.74
HOMO-LUMO gap (eV): 8.37

=====

B) The following is a DFT calculation (wB97M-V/def2-TZVPD) of the molecule CH2F3NP2.

XYZ file:
```
9
Properties=species:S:1:pos:R:3:mulliken_charge:R:1
C 1.61972 -0.10329 0.09622 -0.6769
P 0.03784 0.54414 -0.22685 0.9520
F -0.50029 0.64819 1.21323 -0.2528
F 0.24471 2.14581 -0.49542 -0.2934
N -1.01631 0.15482 -1.31007 -0.6300
P -2.40867 -1.45847 -0.74528 0.4261
F -2.22076 -1.45084 0.84432 -0.1957
H 1.91687 -0.00189 1.18247 0.2847
H 2.32690 -0.47847 -0.55862 0.3860
```

## Properties
LUMO energy (alpha / beta) (eV): -1.128 / -2.046
HOMO level (alpha / beta) (eV): -9.68 / -8.45
Structure (SMILES): C=P(F)(F)/N=P\F
HOMO-LUMO gap (alpha / beta) (eV): 8.56 / 6.40

=====

It turns out A) is the most stable, with the second structure 0.0826 hartree higher.